Record 1
A structure of composition C37H32IrN4O2S3, computed with ωB97M-V/def2-TZVPD.

Each line ends with the Mulliken charge.
Element x y z (Å)
Ir -1.787 -0.029 -0.054  0.8838
O 4.286 -3.173 0.392  -0.7583
C 3.695 -2.715 1.384  0.3498
O 3.979 -2.692 2.591  -0.7614
C 2.281 -2.151 1.057  -0.9851
C 1.549 -1.497 2.039  -0.9279
C 0.356 -0.891 1.685  0.7830
N -0.063 -0.954 0.424  0.5010
C 0.602 -1.592 -0.541  1.1109
C 1.798 -2.218 -0.247  -0.7730
C -0.061 -1.479 -1.863  0.2081
C 0.462 -2.035 -3.018  -0.3333
C -0.222 -1.895 -4.212  -0.8701
C -1.420 -1.199 -4.229  -0.7951
C -1.890 -0.656 -3.049  -0.2368
N -1.230 -0.786 -1.896  0.2678
C -0.575 -0.134 2.559  0.4438
C -0.346 0.054 3.910  -0.6341
C -1.287 0.727 4.670  -0.8078
C -2.438 1.201 4.064  -0.8876
C -2.604 1.000 2.706  -0.0507
N -1.695 0.362 1.969  0.5355
H 1.964 -1.486 3.039  0.6207
H 2.421 -2.719 -0.977  0.6589
H 1.396 -2.577 -2.969  0.5228
H 0.176 -2.328 -5.120  0.4822
H -1.989 -1.072 -5.139  0.4814
H -2.817 -0.102 -2.994  0.3328
H 0.552 -0.345 4.357  0.5213
H -1.124 0.872 5.730  0.4553
H -3.203 1.718 4.624  0.4546
H -3.480 1.347 2.174  0.3694
C -2.091 -3.919 -1.403  -1.6843
C -2.086 -3.384 0.003  0.2654
S -3.053 -1.962 0.467  -0.6986
C -1.545 -3.974 1.072  1.2255
C -0.764 -5.251 1.063  -1.3946
S -1.800 -3.151 2.590  -0.2433
H -2.666 -3.265 -2.058  0.3531
H -2.550 -4.909 -1.457  0.4959
H -1.081 -4.007 -1.811  0.3292
H -0.834 -5.750 0.096  0.3551
H -1.131 -5.930 1.834  0.3975
H 0.290 -5.057 1.276  0.2171
C 4.937 2.051 -1.260  -1.7911
C 4.090 1.860 0.007  2.2777
C 3.979 0.366 0.293  -2.1265
C 4.794 2.526 1.199  -1.8519
C 2.726 2.516 -0.206  0.0869
C 2.680 3.903 -0.447  -0.2960
C 1.498 4.569 -0.673  -1.4218
C 0.320 3.831 -0.657  0.7658
S -1.295 4.391 -0.946  -0.4503
C -1.877 2.787 -0.734  0.3012
N -0.954 1.895 -0.456  0.1925
C 0.325 2.459 -0.412  -1.0763
C 1.539 1.801 -0.187  0.9076
C -3.266 2.383 -0.830  1.8345
C -4.287 3.268 -1.178  -0.5654
C -5.585 2.804 -1.254  -0.9121
C -5.842 1.463 -0.980  -0.8102
C -4.817 0.590 -0.637  -0.3033
C -3.489 1.021 -0.550  -1.4670
H 5.914 1.583 -1.124  0.4292
H 5.098 3.105 -1.491  0.3973
H 4.455 1.584 -2.121  0.3653
H 4.968 -0.063 0.450  0.5941
H 3.522 -0.179 -0.536  0.4125
H 3.398 0.172 1.197  0.3932
H 5.747 2.028 1.387  0.4499
H 4.186 2.443 2.103  0.3640
H 4.997 3.583 1.020  0.3959
H 3.603 4.467 -0.462  0.4287
H 1.485 5.634 -0.866  0.4067
H 1.550 0.736 -0.009  -0.4978
H -4.069 4.309 -1.391  0.4296
H -6.391 3.473 -1.523  0.4042
H -6.858 1.091 -1.035  0.4589
H -5.059 -0.445 -0.432  0.4941

Calculated values
⟨S²⟩   0.756
Multiplicity   2
Strongest force on any atom   0.9 eV Å⁻¹
LUMO (alpha / beta)   -1.008 / -1.041 eV
Energy above the lowest of the compared OMol25 structures with the same formula, charge and spin   95.9 kJ/mol
Molar mass   853.1 g mol⁻¹

***

Record 2
A structure of composition C36H24Cl2CrN5O3 in a non-equilibrium geometry, computed with ωB97M-V/def2-TZVPD.

Each line ends with the Mulliken charge.
Element x y z (Å)
Cr -0.178 0.407 -0.346  -0.8846
Cl -6.160 4.472 -1.337  -0.2812
C -5.033 3.251 -0.920  0.4028
C -5.219 1.970 -1.476  -0.6904
C -4.201 1.053 -1.373  -0.8251
C -2.903 1.417 -0.900  0.3291
O -1.950 0.575 -1.200  -0.1766
C -2.859 2.620 -0.151  0.9175
C -1.702 2.957 0.551  -1.1120
N -0.500 2.287 0.413  1.0907
C 0.680 2.908 0.921  -0.0261
C 0.875 4.266 1.112  -0.7361
C 2.085 4.801 1.565  -0.7667
C 3.088 3.963 1.987  -0.7485
C 2.999 2.530 1.741  0.4828
C 4.097 1.582 1.810  -0.7502
C 3.871 0.278 1.455  -0.6488
C 2.615 -0.159 1.099  -0.5575
N 1.661 0.733 0.736  0.7348
C 1.793 2.019 1.201  0.5567
C -3.942 3.553 -0.156  -1.2196
H -6.109 1.864 -2.045  0.4273
H -4.287 0.008 -1.741  0.3044
H -1.663 3.786 1.232  0.4518
H 0.027 4.892 1.017  0.4615
H 2.223 5.888 1.486  0.3609
H 3.960 4.343 2.669  0.1705
H 4.974 1.963 2.245  0.4320
H 4.787 -0.365 1.317  0.3034
H 2.384 -1.218 1.010  0.6530
H -3.840 4.548 0.228  0.4186
C -2.030 -1.607 3.215  -1.1236
C -1.658 -0.622 2.294  -0.5668
N -1.039 -0.943 1.128  0.7836
C -0.883 -2.322 0.875  0.4613
C -1.352 -3.369 1.684  0.2151
C -1.910 -2.945 2.887  -0.6248
C -1.195 -4.689 1.262  -1.0880
C -0.508 -4.978 0.079  -0.6932
C 0.039 -3.975 -0.720  -1.0351
C -0.204 -2.587 -0.322  0.7423
N 0.125 -1.505 -1.088  0.5682
C 0.095 -1.511 -2.453  0.5873
C -0.458 -2.504 -3.290  -0.9877
C -0.556 -2.246 -4.671  -1.1445
C 0.035 -1.115 -5.220  -0.8606
C 0.595 -0.116 -4.393  0.5998
C 1.183 1.093 -4.896  -0.6073
C 1.712 2.005 -3.978  -0.9334
C 1.516 1.769 -2.605  0.1171
N 0.943 0.667 -2.138  0.5450
C 0.558 -0.328 -3.015  0.2731
H -2.336 -1.405 4.255  0.3279
H -1.684 0.384 2.536  0.7605
H -2.224 -3.601 3.629  0.5194
H -1.628 -5.467 1.825  0.5088
H -0.435 -6.052 -0.184  0.3199
H 0.467 -4.238 -1.715  0.7687
H -0.956 -3.383 -2.826  0.5045
H -1.050 -2.887 -5.323  0.4794
H 0.106 -1.050 -6.294  0.3696
H 1.207 1.338 -6.013  0.3022
H 2.084 2.955 -4.326  0.3958
H 1.942 2.447 -1.819  0.3330
Cl 1.796 -2.761 5.771  -0.2454
C 2.653 -3.342 4.366  -0.5315
C 2.534 -2.403 3.162  0.7232
O 1.945 -3.003 2.213  -0.7183
O 2.986 -1.233 3.250  -0.6938
H 2.283 -4.308 4.095  0.2853
H 3.726 -3.353 4.612  0.2886

Calculated values
Net charge   -1
⟨S²⟩   6.070
Multiplicity   5
Strongest force on any atom   3.3 eV Å⁻¹
LUMO (alpha / beta)   1.707 / 1.668 eV
Energy above the lowest of the compared OMol25 structures with the same formula, charge and spin   225.8 kJ/mol
Molar mass   697.5 g mol⁻¹

***

Record 3
A structure of composition C47H47AsFeN4PS, computed with ωB97M-V/def2-TZVPD.

Each line ends with the Mulliken charge.
Element x y z (Å)
Fe -0.161 0.595 -0.419  0.5805
C 6.032 0.582 1.917  -0.6977
C 5.583 -0.725 2.045  -0.6572
C 4.236 -1.021 1.883  -0.1523
C 3.338 0.000 1.584  0.4725
C 3.793 1.315 1.463  -0.5007
C 5.136 1.605 1.629  -0.7984
P 1.565 -0.283 1.400  2.1206
C 1.363 -2.094 1.548  0.8296
C 0.824 -2.706 2.678  -1.2590
C 0.723 -4.091 2.749  -0.5771
C 1.159 -4.879 1.694  -1.0107
C 1.707 -4.281 0.566  -0.8083
C 1.816 -2.900 0.497  -0.4889
C 0.830 0.446 2.871  -0.0914
C 1.325 0.268 4.140  -0.0863
C 0.704 0.888 5.238  -1.0582
C -0.377 1.702 5.037  -0.9622
C -0.872 1.953 3.735  1.6336
C -1.929 2.873 3.515  -0.9399
C -2.325 3.179 2.249  -1.1050
C -1.711 2.547 1.138  0.5098
C -0.723 1.606 1.303  0.4085
C -0.264 1.313 2.625  -0.8431
H 7.081 0.806 2.049  0.4512
H 6.280 -1.518 2.276  0.4847
H 3.899 -2.045 1.979  0.3924
H 3.099 2.119 1.246  0.3399
H 5.485 2.624 1.534  0.4870
H 0.490 -2.108 3.516  0.2574
H 0.312 -4.552 3.637  0.4446
H 1.088 -5.956 1.757  0.4289
H 2.069 -4.891 -0.251  0.5453
H 2.285 -2.447 -0.371  0.7177
H 2.205 -0.345 4.301  0.5978
H 1.093 0.731 6.234  0.4465
H -0.850 2.196 5.876  0.4849
H -2.386 3.357 4.369  0.4717
H -3.095 3.920 2.078  0.5098
H -2.033 2.860 0.152  -0.0513
N -3.731 0.090 0.257  0.2385
C -4.245 -1.285 -0.075  0.1391
C -4.273 -2.129 1.198  -1.5319
C -2.868 -2.486 1.698  0.2459
N -2.172 -1.260 2.131  -0.6153
C -2.081 -3.187 0.595  -0.9762
C -2.033 -2.478 -0.758  0.0201
N -0.914 -1.473 -0.883  0.5439
C -3.400 -1.927 -1.173  -1.7342
H -4.442 0.656 0.720  0.5088
H -3.393 0.591 -0.583  -0.0122
H -2.924 -0.043 0.931  -0.0533
H -5.255 -1.148 -0.460  0.3764
H -4.813 -3.050 0.970  0.5408
H -4.846 -1.624 1.980  0.4579
H -2.966 -3.190 2.530  0.5379
H -1.178 -1.435 2.238  -0.4723
H -2.502 -0.961 3.045  0.2811
H -2.575 -4.146 0.420  0.8141
H -1.071 -3.428 0.934  -0.3969
H -1.782 -3.249 -1.493  0.8298
H -0.785 -1.351 -1.893  -0.3177
H -0.069 -1.980 -0.605  -0.1796
H -3.987 -2.775 -1.533  0.5645
H -3.303 -1.251 -2.025  0.5585
S -1.840 1.110 -2.129  -0.1356
C -2.123 2.772 -2.073  0.3545
N -2.381 3.894 -2.012  -0.5875
C 6.478 -0.447 -3.522  -0.6385
C 6.145 -0.538 -2.180  -0.6148
C 4.815 -0.467 -1.786  0.4056
C 3.825 -0.302 -2.746  0.2504
C 4.153 -0.225 -4.097  -0.4437
C 5.483 -0.293 -4.480  -0.7929
As 1.967 -0.119 -2.228  2.0219
C 1.659 1.760 -2.580  0.7097
C 1.606 2.555 -1.431  -0.2413
C 1.415 3.931 -1.523  -0.5144
C 1.289 4.514 -2.771  -0.8111
C 1.354 3.729 -3.918  -0.7153
C 1.535 2.357 -3.830  -0.8236
C 1.083 -1.153 -3.610  -0.0213
C 1.466 -2.493 -3.702  -0.5867
C 0.813 -3.349 -4.574  -0.7720
C -0.232 -2.878 -5.359  -0.6384
C -0.612 -1.547 -5.277  -1.0140
C 0.042 -0.682 -4.405  -0.0646
H 7.514 -0.502 -3.827  0.4119
H 6.919 -0.667 -1.435  0.4801
H 4.561 -0.544 -0.739  0.2466
H 3.382 -0.121 -4.851  0.2944
H 5.743 -0.231 -5.528  0.4300
H 1.826 2.123 -0.453  -0.0297
H 1.375 4.539 -0.628  0.5040
H 1.132 5.579 -2.855  0.4352
H 1.264 4.195 -4.890  0.4585
H 1.598 1.763 -4.733  0.3384
H 2.299 -2.865 -3.113  0.4227
H 1.128 -4.381 -4.653  0.4717
H -0.736 -3.544 -6.046  0.4552
H -1.409 -1.170 -5.904  0.5039
H -0.258 0.355 -4.362  0.3562

Calculated values
Net charge   +2
⟨S²⟩   8.767
Multiplicity   6
Strongest force on any atom   0.4 eV Å⁻¹
LUMO (alpha / beta)   -4.739 / -6.670 eV
Energy above the lowest of the compared OMol25 structures with the same formula, charge and spin   0.0 kJ/mol
Molar mass   861.7 g mol⁻¹

***

Record 4
A structure of composition C11H10N3O6PdS, computed with ωB97M-V/def2-TZVPD.

Each line ends with the Mulliken charge.
Element x y z (Å)
Pd -0.066 -0.136 0.162  0.5588
N 2.392 -0.561 0.260  -0.4383
C 2.357 -0.732 1.721  -0.4487
C 1.323 -1.796 2.044  0.6369
O 1.643 -2.848 2.596  -0.7061
N 0.068 -1.469 1.667  -0.3517
C -0.919 -2.524 1.483  -0.4384
C -1.211 -2.700 0.021  0.6298
O -1.782 -3.674 -0.427  -0.6816
O -0.823 -1.688 -0.744  -0.6742
H 2.741 -1.393 -0.199  0.2033
H 2.964 0.230 -0.006  0.1971
H 2.038 0.219 2.148  0.2607
H 3.309 -1.025 2.162  0.3443
H -1.859 -2.250 1.968  0.2457
H -0.570 -3.463 1.906  0.3307
O -1.457 4.568 3.571  -0.6610
S -1.121 4.700 2.180  1.2175
O -0.899 6.021 1.657  -0.6683
N 0.100 3.709 1.789  -0.5629
C -0.285 2.755 0.975  0.6299
O 0.501 1.862 0.523  -0.7507
C -1.736 2.828 0.567  0.8289
C -2.457 2.041 -0.309  -0.3308
C -3.806 2.320 -0.500  -0.7874
C -4.414 3.383 0.163  -0.3536
C -3.682 4.194 1.023  -0.6327
C -2.348 3.888 1.201  -0.1275
H -2.008 1.225 -0.859  0.3659
H -4.387 1.702 -1.172  0.3855
H -5.466 3.584 0.000  0.3702
H -4.135 5.037 1.529  0.4086

Calculated values
Net charge   -1
Strongest force on any atom   0.9 eV Å⁻¹
LUMO (alpha / beta)   1.934 / 1.863 eV
Energy above the lowest of the compared OMol25 structures with the same formula, charge and spin   218.0 kJ/mol
Molar mass   418.7 g mol⁻¹

***

Record 5
A cluster of 6 separate species, C5H18O6 in total in a non-equilibrium geometry, computed with ωB97M-V/def2-TZVPD.

Each line ends with the Mulliken charge.
Element x y z (Å)
C -2.152 0.064 1.378  -0.8799
C -0.930 0.004 0.979  -0.1724
C -0.506 0.240 -0.449  -0.0810
C -0.730 1.395 -1.063  1.1758
C -0.220 1.724 -2.379  -1.2643
O -1.743 2.230 -0.772  -0.5676
H -2.347 -0.172 2.384  0.3293
H -3.050 0.281 0.788  0.2905
H -0.117 0.247 1.708  0.0007
H 0.282 -0.537 -0.864  -0.0976
H -0.089 2.812 -2.376  0.3902
H -0.843 1.270 -3.352  0.2068
H 0.864 1.451 -2.791  0.2998
H -1.769 2.490 0.293  0.3979
O -1.454 -2.202 -1.439  -0.6459
H -2.071 -1.566 -0.968  0.3078
H -1.814 -2.259 -2.354  0.2928
O 2.429 -1.825 0.690  -0.6578
H 1.685 -1.507 1.202  0.2943
H 2.094 -2.703 0.285  0.3554
O 0.724 2.438 1.823  -0.5247
H 1.555 2.812 1.870  0.3329
H 1.012 1.577 1.968  0.1963
O 2.937 0.638 0.840  -0.5691
H 2.392 0.342 1.711  0.3065
H 3.529 -0.040 0.762  0.2970
O 0.478 -3.192 0.093  -0.6621
H -0.212 -3.207 0.739  0.2760
H 0.065 -2.806 -0.705  0.3722

Calculated values
Structure (SMILES)   C=C/C=C(/C)O.O.O.O.O.O
Strongest force on any atom   6.5 eV Å⁻¹
LUMO   0.319 eV
Energy above the lowest of the compared OMol25 structures with the same formula, charge and spin   432.3 kJ/mol
Molar mass   174.2 g mol⁻¹

***

Record 6
A cluster of 3 separate species, C22H49N5O10PS in total in a non-equilibrium geometry, computed with ωB97M-V/def2-TZVPD.

Each line ends with the Mulliken charge.
Element x y z (Å)
C 6.067 -1.810 3.260  -0.9130
C 6.241 -1.432 1.785  -0.3981
C 6.139 0.067 1.429  -0.8252
C 5.381 0.993 2.373  -1.3076
C 3.844 0.939 2.271  1.3621
O 3.423 2.263 2.076  -0.6055
C 3.282 0.409 3.618  -1.4412
N 1.939 -0.350 3.599  -0.1295
S 2.134 -1.899 4.547  0.0031
C 1.443 -0.648 2.189  0.4284
O 0.859 0.557 1.800  -0.3702
N -0.304 0.350 0.867  0.2624
O -0.280 1.125 0.038  -0.2320
P 0.305 -2.222 2.263  0.1413
C -1.214 -1.669 3.119  -0.8506
O -0.161 -2.583 0.749  -0.3375
C 2.704 -0.956 1.360  -0.3131
O 2.262 -1.350 0.068  -0.3609
C 2.747 -2.494 -0.330  0.6194
N 3.182 -3.524 -0.592  -0.4728
O 3.399 0.213 1.142  -0.3692
H 5.019 -2.011 3.486  0.0830
H 6.578 -2.751 3.454  0.4184
H 6.487 -1.083 3.951  0.2749
H 7.230 -1.773 1.488  0.4538
H 5.549 -2.035 1.196  0.2409
H 7.156 0.452 1.385  0.5161
H 5.742 0.151 0.422  0.2691
H 5.699 0.902 3.409  0.4073
H 5.630 2.010 2.077  0.5200
H 2.493 2.363 2.311  0.4404
H 3.143 1.291 4.239  0.2717
H 3.981 -0.223 4.150  0.5745
H 1.243 0.165 4.134  0.6471
H 2.329 -1.249 5.714  0.2430
H -1.987 -1.451 2.384  0.2469
H -1.046 -0.804 3.754  0.2927
H -1.539 -2.521 3.708  0.3707
H -0.928 -2.032 0.527  0.1955
H 3.299 -1.744 1.831  0.6035
C -1.480 8.396 -2.218  -0.6882
O -0.200 7.895 -2.549  -0.3382
C 0.532 7.348 -1.464  -0.8159
C 0.626 5.840 -1.554  -0.1497
N -0.663 5.203 -1.313  -0.2631
C -0.724 3.786 -1.655  -0.4323
C -0.430 3.350 -3.088  -0.5294
O -1.403 3.724 -4.035  -0.4387
C -1.322 5.056 -4.510  -0.4951
H -1.827 8.984 -3.065  0.2372
H -2.207 7.595 -2.038  0.2857
H -1.439 9.042 -1.337  0.3344
H 0.109 7.662 -0.505  0.4102
H 1.545 7.755 -1.530  0.3900
H 1.341 5.486 -0.804  0.3246
H 1.033 5.600 -2.545  0.1637
H -1.375 5.693 -1.837  0.0962
H -1.738 3.450 -1.419  0.3436
H -0.049 3.250 -0.986  0.1730
H -0.430 2.256 -3.092  0.3496
H 0.570 3.657 -3.421  0.3422
H -0.286 5.395 -4.594  0.2737
H -1.882 5.747 -3.874  0.1485
H -1.776 5.077 -5.499  0.3002
C -5.660 -6.907 -2.471  -0.7018
O -4.466 -6.791 -1.721  -0.3435
C -3.370 -6.224 -2.423  -0.8641
C -3.055 -4.828 -1.932  -0.0556
N -4.093 -3.876 -2.307  -0.3173
C -4.014 -2.582 -1.644  -0.8134
C -4.084 -2.526 -0.120  -0.0850
O -5.332 -2.846 0.441  -0.4701
C -5.621 -4.230 0.556  -0.5613
H -6.332 -7.555 -1.911  0.2352
H -6.158 -5.941 -2.614  0.2956
H -5.474 -7.357 -3.449  0.3391
H -3.544 -6.234 -3.502  0.4149
H -2.502 -6.858 -2.221  0.3877
H -2.105 -4.505 -2.371  0.3600
H -2.917 -4.892 -0.843  0.1054
H -4.999 -4.282 -2.118  0.1196
H -4.842 -1.979 -2.025  0.3507
H -3.091 -2.086 -1.969  0.4076
H -3.900 -1.482 0.163  0.3677
H -3.287 -3.120 0.357  0.0990
H -4.727 -4.815 0.786  0.2687
H -6.089 -4.621 -0.350  0.1725
H -6.334 -4.346 1.372  0.3064

Calculated values
Net charge   +1
Strongest force on any atom   1.6 eV Å⁻¹
LUMO   -4.288 eV
Molar mass   606.7 g mol⁻¹